Computed, not measured: a cluster of 2 separate species, C3H3Br in total, with ωB97M-V with the def2-TZVPD basis set.

- energy (Eh) = -2689.9542
- LUMO energy (Eh) = -0.054
- multiplicity = 1
- orbital gap (eV) = 6.34
- energy above the lowest of the compared OMol25 structures with the same formula, charge and spin (kcal/mol) = 59.9

Atoms and positions in Å:
C (-0.37, 0.96, 0.30)
C (-1.17, -0.19, 0.16)
C (-0.03, 0.02, -0.74)
Br (2.60, -1.31, 0.43)
H (0.02, 1.84, 0.66)
H (-1.80, -1.01, 0.58)
H (0.75, -0.30, -1.38)

These are the Mulliken partial charges, in e, on atoms 1 to 6: C -0.15; C -0.11; C -0.18; Br -0.72; H 0.39; H 0.34

=====

Computed, not measured: an isolated molecule of C22H22N4OS, with ωB97M-V with the def2-TZVPD basis set.

- energy (Eh) = -1543.9748
- LUMO energy (Eh) = 0.018
- multiplicity = 1
- orbital gap (eV) = 8.49
- SMILES = O=C1N(CCN2Cc3ccccc3C2)CCN1c1cscc1-c1ccccn1
- energy above the lowest of the compared OMol25 structures with the same formula, charge and spin (kcal/mol) = 41.3

Atoms and positions in Å:
O (0.83, -2.23, -1.00)
N (-4.87, -3.69, 1.27)
S (-1.53, -6.19, -0.59)
C (0.34, -2.00, 0.13)
C (-2.96, -5.40, 0.04)
C (-0.59, -4.77, -0.29)
C (-2.73, -4.09, 0.32)
C (-1.32, -3.77, 0.29)
C (-5.88, -2.85, 1.58)
C (-3.83, -3.16, 0.62)
C (-5.94, -1.54, 1.19)
C (-3.80, -1.85, 0.19)
C (-4.85, -0.97, 0.51)
C (4.93, 5.22, -2.24)
C (3.98, 6.11, -1.76)
C (4.81, 3.85, -2.11)
C (2.83, 5.60, -1.20)
C (3.66, 3.32, -1.53)
C (2.69, 4.22, -1.03)
N (-0.77, -2.56, 0.69)
N (2.04, 2.07, -0.50)
N (0.88, -1.06, 0.95)
C (3.21, 1.92, -1.36)
C (1.52, 3.46, -0.51)
C (-1.03, -1.96, 2.02)
C (1.14, 0.94, -0.28)
C (0.15, -0.99, 2.20)
C (1.90, -0.08, 0.61)
H (-3.96, -5.74, 0.08)
H (0.46, -4.67, -0.48)
H (-6.78, -3.21, 2.13)
H (-6.79, -0.96, 1.50)
H (-2.96, -1.58, -0.48)
H (-4.80, 0.05, 0.07)
H (5.85, 5.54, -2.73)
H (4.05, 7.16, -1.94)
H (5.65, 3.20, -2.45)
H (2.00, 6.23, -0.88)
H (3.00, 1.46, -2.30)
H (3.97, 1.31, -0.86)
H (1.13, 3.73, 0.50)
H (0.63, 3.58, -1.15)
H (-1.04, -2.71, 2.83)
H (-1.98, -1.38, 2.07)
H (0.90, 0.48, -1.28)
H (0.23, 1.31, 0.17)
H (0.80, -1.31, 3.03)
H (-0.19, 0.04, 2.39)
H (2.29, 0.41, 1.53)
H (2.74, -0.52, 0.04)

These are the Mulliken partial charges, in e, on atoms 1 to 6: O -0.73; N -0.55; S -0.23; C 0.48; C -0.60; C -0.44

=====

Computed, not measured: a structure of composition C37H48Br66F6O6Si2, with ωB97M-V with the def2-TZVPD basis set.

- energy (Eh) = -172953.0233
- LUMO energy (Eh) = -0.015
- multiplicity = 1
- orbital gap (eV) = 9.32

Atoms and positions in Å:
C (0.37, 0.80, -0.09)
C (1.78, 0.33, -0.36)
O (1.80, -0.70, -1.34)
C (1.64, -0.18, -2.62)
C (0.85, -1.05, -3.50)
O (-0.53, -1.05, -3.16)
Si (-1.58, -1.14, -4.45)
C (-0.94, -2.11, -5.91)
C (-1.98, 0.63, -4.90)
C (-2.00, 1.52, -3.68)
O (-3.37, 1.81, -3.35)
Si (-3.64, 2.89, -2.11)
C (-5.26, 3.74, -2.51)
C (-3.85, 2.07, -0.45)
C (-2.33, 4.23, -1.94)
C (-3.31, -1.90, -3.99)
O (-4.13, -1.93, -4.93)
C (-3.63, -2.36, -2.55)
F (-2.60, -3.09, -2.17)
F (-3.62, -1.27, -1.79)
C (-4.94, -3.17, -2.31)
F (-4.61, -4.39, -1.88)
F (-5.64, -3.33, -3.43)
C (-5.89, -2.60, -1.24)
F (-6.99, -3.38, -1.31)
F (-6.27, -1.37, -1.54)
C (-5.38, -2.71, 0.18)
O (-4.16, -2.95, 0.48)
O (-6.39, -2.49, 1.05)
H (0.13, 1.61, -0.75)
H (-0.30, -0.01, -0.32)
H (0.23, 1.12, 0.92)
H (2.41, 1.13, -0.66)
H (2.22, -0.10, 0.52)
H (2.61, -0.09, -3.09)
H (1.19, 0.80, -2.62)
H (1.25, -2.04, -3.50)
H (1.00, -0.64, -4.49)
H (0.08, -2.42, -5.82)
H (-1.05, -1.52, -6.79)
H (-1.52, -2.99, -6.08)
H (-2.97, 0.62, -5.31)
H (-1.35, 1.00, -5.68)
H (-1.44, 2.41, -3.90)
H (-1.53, 1.05, -2.83)
H (-5.26, 4.11, -3.52)
H (-5.42, 4.56, -1.84)
H (-6.08, 3.06, -2.37)
H (-4.28, 2.81, 0.20)
H (-4.55, 1.26, -0.46)
H (-2.93, 1.77, 0.02)
H (-2.83, 5.11, -1.59)
H (-1.60, 3.96, -1.20)
H (-1.86, 4.47, -2.86)
H (-5.98, -2.18, 1.86)
C (-3.56, 0.98, 3.88)
Br (-5.16, 2.06, 3.87)
Br (-2.02, 2.04, 4.31)
Br (-3.73, -0.53, 5.07)
H (-3.43, 0.60, 2.89)
C (-5.96, 0.93, 8.56)
Br (-6.64, 0.11, 6.96)
Br (-4.34, 1.90, 8.18)
Br (-7.28, 2.03, 9.42)
H (-5.70, 0.14, 9.24)
C (-7.81, 1.30, -4.66)
Br (-6.47, -0.06, -4.46)
Br (-8.86, 1.50, -3.06)
Br (-7.05, 2.98, -5.23)
H (-8.48, 0.98, -5.44)
C (-1.94, -7.14, -1.44)
Br (-0.72, -7.47, 0.01)
Br (-1.06, -6.30, -2.92)
Br (-2.86, -8.74, -1.97)
H (-2.68, -6.45, -1.07)
C (2.19, 3.14, 3.01)
Br (2.57, 3.59, 1.18)
Br (3.80, 2.65, 3.94)
Br (1.25, 4.54, 3.92)
H (1.55, 2.27, 3.00)
C (-10.97, -0.48, -7.84)
Br (-10.46, 0.10, -9.60)
Br (-9.43, -0.94, -6.78)
Br (-12.08, 0.81, -6.96)
H (-11.56, -1.38, -7.96)
C (5.46, 2.30, -1.80)
Br (4.00, 3.55, -1.95)
Br (7.08, 3.11, -1.18)
Br (5.00, 0.79, -0.70)
H (5.64, 1.92, -2.79)
C (5.69, -0.69, 6.04)
Br (7.01, -2.08, 6.20)
Br (4.79, -0.34, 7.70)
Br (6.48, 0.91, 5.31)
H (4.95, -1.03, 5.33)
C (11.06, -1.11, 6.27)
Br (11.33, -0.60, 4.44)
Br (12.73, -1.50, 7.16)
Br (10.04, 0.20, 7.22)
H (10.49, -2.03, 6.27)
C (11.48, 2.65, -0.21)
Br (10.16, 1.31, 0.20)
Br (12.91, 1.93, -1.27)
Br (10.70, 4.22, -1.02)
H (11.91, 2.96, 0.74)
C (7.43, -2.25, 0.15)
Br (7.08, -1.35, 1.81)
Br (9.13, -3.16, 0.17)
Br (5.99, -3.44, -0.32)
H (7.48, -1.50, -0.62)
C (-9.87, 3.23, -11.97)
Br (-10.07, 2.56, -13.76)
Br (-8.36, 4.41, -11.81)
Br (-11.48, 4.06, -11.33)
H (-9.68, 2.38, -11.33)
C (-1.49, 5.25, 8.36)
Br (-2.19, 4.42, 6.77)
Br (0.15, 6.19, 8.00)
Br (-2.79, 6.39, 9.20)
H (-1.26, 4.46, 9.06)
C (0.33, -1.64, 3.73)
Br (0.04, -1.02, 5.52)
Br (-1.23, -1.40, 2.63)
Br (1.89, -0.82, 2.95)
H (0.51, -2.70, 3.78)
C (3.78, 1.56, 11.57)
Br (3.45, 2.19, 13.36)
Br (2.25, 1.81, 10.44)
Br (5.35, 2.36, 10.81)
H (3.96, 0.50, 11.64)
C (2.35, -10.49, 0.19)
Br (3.57, -10.85, 1.63)
Br (3.24, -9.65, -1.29)
Br (1.40, -12.06, -0.36)
H (1.62, -9.78, 0.56)
C (-0.33, -1.83, 11.29)
Br (-0.02, -1.48, 9.42)
Br (1.32, -2.19, 12.21)
Br (-1.30, -0.39, 12.12)
H (-0.94, -2.71, 11.36)
C (14.37, 4.23, 3.06)
Br (14.69, 5.04, 1.34)
Br (14.53, 5.50, 4.49)
Br (12.66, 3.34, 3.09)
H (15.13, 3.48, 3.21)
C (3.02, -12.70, 5.19)
Br (2.28, -11.91, 6.77)
Br (4.77, -13.43, 5.51)
Br (1.84, -14.01, 4.43)
H (3.13, -11.92, 4.46)
C (-8.18, 6.54, -2.73)
Br (-9.79, 7.57, -2.91)
Br (-6.74, 7.61, -2.02)
Br (-8.46, 4.95, -1.69)
H (-7.88, 6.23, -3.72)
C (-4.78, 5.83, -11.60)
Br (-3.09, 5.70, -12.51)
Br (-4.55, 5.97, -9.70)
Br (-5.85, 7.27, -12.30)
H (-5.31, 4.91, -11.79)
C (12.69, -1.44, -3.76)
Br (10.82, -1.02, -3.83)
Br (13.75, -0.11, -4.64)
Br (13.28, -1.73, -1.95)
H (12.83, -2.37, -4.29)

These are the Mulliken partial charges, in e, on atoms 1 to 6: C -0.57; C 0.50; O -0.41; C -0.44; C -0.85; O 0.13

=====

Look up the orbital gap of the second one.
8.49 eV